64
Properties=species:S:1:pos:R:3:nbo_charge:R:1 method="wB97M-V/def2-TZVPD" e_tot_ev=-107654.5437 charge=+3
Os 0.8616 -0.7624 0.5781 0.4998
S 2.9733 -0.9432 0.3357 0.5116
C 3.7596 0.5742 -0.0262 -0.1857
C 5.1456 0.5990 -0.1578 -0.1677
C 5.7621 1.8039 -0.4811 -0.1512
C 5.0065 2.9475 -0.6975 -0.1159
C 3.6122 2.9210 -0.5878 -0.1578
C 3.0033 1.7349 -0.2350 -0.4255
As 1.1292 1.5064 -0.0070 1.5103
C 0.8132 1.2139 1.8890 -0.5310
C 1.8662 1.2120 2.8373 -0.0350
C 1.5902 1.2848 4.1831 -0.2321
C 0.2653 1.3858 4.6100 -0.0435
C -0.7903 1.4301 3.6980 -0.2118
C -0.5246 1.3556 2.3493 -0.1388
C 0.1024 2.9168 -0.7441 -0.4318
C -0.0791 2.9683 -2.1262 -0.1360
C -0.6984 4.0830 -2.6676 -0.1980
C -1.1139 5.1197 -1.8391 -0.1333
C -0.9217 5.0544 -0.4643 -0.1695
C -0.3084 3.9472 0.1018 -0.2072
H 5.7304 -0.3009 -0.0128 0.2603
H 6.8383 1.8419 -0.5822 0.2680
H 5.4988 3.8724 -0.9681 0.2645
H 3.0325 3.8153 -0.7813 0.2549
H 2.8947 1.1648 2.5018 0.2247
H 2.3935 1.2745 4.9069 0.2658
H 0.0532 1.4493 5.6702 0.2624
H -1.8063 1.5414 4.0512 0.2597
H -1.3346 1.4271 1.6344 0.2369
H 0.2467 2.1624 -2.7728 0.2253
H -0.8525 4.1450 -3.7363 0.2553
H -1.5902 5.9900 -2.2705 0.2572
H -1.2453 5.8687 0.1697 0.2547
H -0.1537 3.9005 1.1723 0.2338
C -4.4582 0.2382 0.5864 -0.5933
C -3.7887 -0.8639 -0.2525 -0.1809
C -3.9942 -0.6169 -1.7591 -0.5893
C -4.2902 -2.2597 0.1553 -0.5926
C -2.3468 -0.8110 0.0065 0.6444
N -1.2147 -0.7714 0.2077 -0.5699
H -5.5264 0.2187 0.3731 0.2595
H -4.0822 1.2279 0.3247 0.2213
H -4.3267 0.0656 1.6548 0.2261
H -5.0663 -0.6372 -1.9524 0.2566
H -3.5243 -1.3936 -2.3613 0.2301
H -3.6123 0.3575 -2.0631 0.2246
H -5.3630 -2.2974 -0.0319 0.2577
H -4.1267 -2.4536 1.2154 0.2278
H -3.8173 -3.0429 -0.4371 0.2260
C 0.4778 -6.7165 -1.7221 -0.6631
C 0.5745 -5.3047 -1.2538 0.1387
C 1.3605 -4.3549 -1.9100 -0.2205
C 1.4335 -3.0651 -1.4421 0.0674
N 0.7489 -2.6512 -0.3569 -0.4999
C -0.0355 -3.5551 0.2751 0.0353
C -0.1295 -4.8631 -0.1284 -0.2204
H 1.1422 -6.9135 -2.5591 0.2490
H -0.5464 -6.9359 -2.0310 0.2646
H 0.7194 -7.4009 -0.9075 0.2645
H 1.9288 -4.6228 -2.7904 0.2617
H 2.0398 -2.3302 -1.9523 0.2238
H -0.5792 -3.2098 1.1463 0.2168
H -0.7567 -5.5419 0.4345 0.2603